Molecular formula: C18H37N2O5
Method: DFT, ωB97M-V with the def2-TZVPD basis set

* LUMO: -2.7 eV
* F_max: 0.39 eV/A
* frontier orbital gap: 9.853 eV
* net charge: +1
* HOMO: -12.57 eV
* electronic energy: -32477.6438 eV

Structure (XYZ):
```
62
Properties=species:S:1:pos:R:3:forces:R:3:nbo_charge:R:1
H 7.8488 -2.0819 -0.2518 0.01 0.00 -0.07 0.215
H -0.3226 -0.6999 -1.2701 0.07 0.01 0.05 0.179
C -2.3004 -1.6890 0.2154 -0.08 0.08 -0.02 -0.423
H -5.6800 4.0838 2.3494 -0.01 0.01 0.00 0.189
H -4.6598 6.8046 1.3620 -0.01 0.00 0.00 0.199
H -4.1029 -1.8234 -2.5202 0.05 0.00 -0.06 0.165
H 4.3499 -2.1915 -1.2123 0.04 0.07 -0.01 0.200
H 5.4438 0.0974 1.5356 0.03 0.03 -0.03 0.200
C 6.2134 -0.5893 1.1742 -0.03 0.02 0.01 -0.605
C 4.4565 -1.4674 -0.3934 -0.01 -0.05 -0.10 -0.384
H 7.1736 -0.0749 1.2370 -0.01 -0.05 0.01 0.217
C -2.0235 -2.7588 -0.8421 -0.01 0.04 0.07 -0.399
C -2.9546 4.7082 2.1033 0.03 -0.09 -0.11 0.976
H 3.8074 -0.0069 -2.7308 0.03 0.01 0.02 0.204
C 5.9271 -1.0656 -0.2506 0.00 0.16 0.10 -0.225
N -0.6127 1.2035 -0.4072 -0.19 -0.21 -0.26 -0.630
O -3.8865 4.0989 1.3274 -0.12 -0.06 0.06 -0.514
H -3.0389 -0.9782 -0.1629 0.04 0.00 -0.02 0.215
C 6.8349 -2.2315 -0.6256 -0.04 -0.12 -0.01 -0.599
H -2.7587 1.0375 -0.3006 -0.05 0.04 0.06 0.176
C -3.3185 -3.4277 -1.3217 -0.09 0.03 0.07 -0.427
N -1.3955 -0.1191 1.9174 0.02 -0.05 0.02 -0.508
C -3.7888 -2.8644 -2.6544 0.01 0.01 -0.06 -0.048
H -3.1775 -4.5083 -1.4105 0.06 0.04 -0.08 0.214
O -3.4629 5.7911 2.6976 0.03 0.04 0.02 -0.470
H 6.4516 -3.1643 -0.2009 0.08 0.03 0.08 0.201
C -4.7645 6.0571 2.1479 -0.05 -0.02 -0.05 -0.101
H -2.0707 2.6269 0.0321 0.01 -0.01 -0.07 0.260
C 2.0457 -0.9243 -0.7830 -0.07 -0.06 -0.04 -0.046
C -0.2088 -0.1838 -0.3086 -0.08 -0.04 0.00 0.231
H -2.9584 -2.8623 -3.3723 0.00 -0.08 0.04 0.159
H -2.7621 -2.1909 1.0758 -0.01 0.05 -0.02 0.208
O 1.1352 -0.2482 0.0930 0.02 0.22 0.06 -0.551
C 3.7893 0.5664 -1.7992 -0.06 0.06 -0.04 -0.607
H 2.0452 -1.9985 -0.5583 -0.04 0.04 0.04 0.171
H -1.5210 -2.3105 -1.7033 0.04 -0.08 0.03 0.206
H 4.1675 -1.9907 0.5276 -0.01 -0.12 -0.11 0.201
H -1.3409 -3.5036 -0.4258 0.02 0.05 -0.02 0.218
H 1.6970 -0.7987 -1.8155 0.05 -0.04 0.02 0.169
C -1.0433 -0.9814 0.7132 0.04 -0.08 -0.02 -0.050
H 6.2428 -1.4432 1.8576 -0.02 0.03 -0.01 0.203
H 3.3952 0.2843 0.2855 0.10 -0.03 -0.01 0.217
H -0.6049 -0.1159 2.5606 0.05 0.03 -0.07 0.444
C 3.4491 -0.3350 -0.6157 0.00 0.05 0.11 -0.250
H -5.7496 4.7355 0.6910 0.04 0.00 -0.03 0.214
H -5.4106 6.4333 2.9344 0.02 -0.02 0.03 0.218
H -1.0056 1.9573 2.0195 0.01 0.00 0.06 0.260
H -2.7138 1.5410 2.1833 -0.03 -0.10 -0.03 0.229
C -5.1669 4.6941 1.6058 0.03 0.10 0.02 -0.101
H 6.1464 -0.2396 -0.9338 -0.03 -0.06 0.03 0.196
C -1.7986 1.3229 1.6390 -0.07 0.13 -0.10 -0.228
H 6.8788 -2.3649 -1.7081 0.02 -0.01 0.02 0.211
H 4.7576 1.0520 -1.6876 -0.05 0.00 0.02 0.220
H -4.1109 -3.2760 -0.5815 0.01 -0.11 -0.01 0.204
H -2.1583 -0.5932 2.3993 0.04 0.01 0.06 0.430
O -1.8395 4.3024 2.2206 -0.01 -0.02 0.04 -0.603
O -4.8962 -3.5508 -3.1991 -0.15 -0.25 0.26 -0.706
H -0.3625 -1.7367 1.1089 -0.03 -0.02 -0.03 0.238
C -1.9068 1.5577 0.1508 0.23 0.03 0.17 -0.251
H 3.0422 1.3574 -1.9020 -0.01 -0.03 -0.02 0.209
H -4.9201 -4.4588 -2.8610 0.09 0.33 -0.20 0.469
H -0.5010 1.5358 -1.3552 0.05 0.10 0.09 0.390
```
Positions in Å, forces in eV/Å.